ORCA calculation (the ωB97M-V functional and the def2-TZVPD basis) on 4 unconnected molecules or ions with the total composition C4H13NOS2.

Geometry as XYZ:
```
21
Properties=species:S:1:pos:R:3:forces:R:3
S -4.38249 0.36803 -1.64059 0.9 0.0 0.6
S 2.44567 0.16170 -0.34761 3.5 -2.6 -1.1
C 1.44946 -1.20365 0.10628 -1.7 -0.9 0.8
C 0.21019 -0.66930 0.87425 1.7 -1.0 1.6
N -0.73798 -0.01825 0.04555 -0.8 1.2 -1.1
C -2.14391 0.05044 0.33570 -0.4 -0.4 0.5
C -2.60469 1.05160 1.37393 -0.4 1.0 2.2
H 3.61578 -1.27921 -0.87036 -1.9 3.5 0.9
H 1.12086 -1.72039 -0.75729 -0.4 -0.5 -1.0
H 2.07806 -1.91977 0.64991 -0.6 0.4 0.5
H -0.31350 -1.46033 1.40880 0.1 -0.4 -0.2
H 0.76238 -0.12377 1.70109 -1.3 0.4 -0.5
H -0.43999 0.85803 -0.35186 0.3 0.1 0.1
H -2.58958 -0.94258 0.42580 0.3 0.0 0.5
H -2.70378 0.44549 -0.57568 -0.1 0.1 -0.9
H -2.20883 1.00018 2.43707 0.6 -0.2 -1.5
H -2.54121 2.08773 1.02767 0.7 -0.1 -0.1
H -3.65222 1.04003 1.65260 -0.6 -0.8 -0.7
H 4.42536 1.37719 -2.90530 0.3 0.1 -0.2
H 3.68219 0.40255 -2.05320 0.6 -0.2 -0.5
O 4.52824 0.49429 -2.53677 -0.6 0.3 0.2
```
Forces are in eV/Å.

Computed properties:
- Orbital gap: 0.2378 Eh
- DFT total energy: -1086.31393 a.u.
- LUMO level: -3.0 eV

ORCA calculation (the ωB97M-V functional and the def2-TZVPD basis) on a molecular structure, C41H56B2ClN11O4Ru.

Geometry as XYZ:
```
116
Properties=species:S:1:pos:R:3:forces:R:3
Ru -11.62368 -6.04032 25.07434 -1.1 -0.5 2.0
C -15.80888 -6.96064 24.65837 1.0 -0.4 0.7
C -14.47624 -6.95931 24.19077 -0.9 0.1 1.1
N -13.58658 -6.89097 25.17594 -2.7 -0.3 1.7
N -14.37164 -6.91131 26.42464 -0.9 -0.4 -4.6
C -15.68445 -7.01368 26.04928 0.4 0.5 0.1
B -13.64805 -6.72172 27.70851 0.9 0.2 0.4
N -13.08383 -5.24821 27.72111 -0.7 0.2 -1.0
C -13.28577 -4.22259 28.57551 1.2 0.2 -0.7
C -12.46102 -3.15456 28.17129 0.6 -0.3 -0.2
C -11.80330 -3.63520 27.00351 -1.1 -0.3 1.0
N -12.28554 -4.85306 26.68303 1.0 0.4 0.6
N -12.41325 -7.65468 27.66565 1.3 0.9 0.1
C -11.86916 -8.36003 28.69607 -0.5 -0.3 -0.3
C -10.60176 -8.74601 28.35784 1.7 0.2 -1.2
C -10.33932 -8.16113 27.07517 -1.3 0.2 0.5
N -11.44078 -7.44712 26.68441 1.3 -1.4 0.7
H -16.71095 -6.93621 24.07024 0.0 -0.2 0.1
H -14.15769 -7.05063 23.17403 0.3 0.2 -0.4
H -16.51911 -7.11041 26.76736 0.9 0.2 -0.3
H -14.29188 -6.95518 28.67289 -0.3 0.1 0.2
H -13.96355 -4.33748 29.41448 0.3 0.0 -0.2
H -12.24096 -2.20388 28.69614 -0.4 -0.9 -0.5
H -10.94854 -3.25980 26.46378 -0.3 0.4 -0.2
H -12.39993 -8.65500 29.61957 0.0 0.6 -0.9
H -9.87638 -9.33950 28.93587 -0.7 0.4 -0.4
H -9.45993 -8.24585 26.41214 -0.7 0.2 0.6
C -8.78081 -7.11599 21.23285 -0.6 -0.9 -0.4
N -9.83594 -8.13573 21.11290 -0.9 0.4 1.3
C -9.79219 -9.06981 19.98568 1.7 0.9 -0.2
C -11.17221 -9.57992 19.69152 0.4 -0.6 0.0
C -11.64154 -10.26238 20.94632 -0.9 -0.4 0.3
N -11.56615 -9.37054 22.09967 -0.3 0.4 0.6
C -12.49676 -9.72346 23.19739 0.8 1.1 -0.3
C -10.70433 -8.30158 22.19508 0.6 -1.1 -0.5
O -10.60821 -7.55661 23.20357 -0.6 0.2 -0.3
H -8.44497 -6.95243 20.19897 0.2 0.2 0.5
H -7.96820 -7.47323 21.88329 -0.1 0.3 -0.3
H -9.22973 -6.21399 21.64051 0.3 0.2 0.1
H -8.97588 -9.83857 20.15568 -1.2 0.4 -0.1
H -9.41072 -8.44748 19.15399 -0.2 -0.5 0.1
H -11.10325 -10.36187 18.93954 -0.1 0.2 -0.4
H -11.81442 -8.74859 19.35013 0.1 -0.5 0.2
H -11.10168 -11.21084 21.10947 0.3 0.5 0.1
H -12.68366 -10.62232 20.87358 0.2 0.5 -0.1
H -13.52878 -9.75554 22.82146 0.3 0.0 0.2
H -12.36321 -8.95417 23.96124 -0.4 -0.2 0.0
H -12.20976 -10.67028 23.63382 0.0 -0.4 0.0
C -3.32137 -2.29625 24.66725 -0.3 -0.4 0.3
C -4.63004 -2.32346 23.85587 -0.1 0.7 -0.7
C -5.37058 -0.94430 24.04591 -0.6 -0.5 0.6
C -4.26234 -2.44275 22.35144 0.0 0.3 0.2
C -5.58057 -3.44109 24.28716 0.1 -0.8 -0.3
C -5.18916 -4.37918 25.23408 -1.6 -0.8 0.2
C -6.17672 -5.37000 25.67259 2.0 0.8 0.1
C -7.45507 -5.25513 25.23528 -0.3 0.1 -0.3
O -8.54665 -5.94975 25.72385 -1.0 1.3 -0.8
B -9.69912 -5.32802 25.11590 1.9 -0.6 -1.2
O -9.26899 -4.36795 24.12558 1.9 -0.3 0.7
C -7.81755 -4.31903 24.23987 -2.4 -1.7 1.5
C -6.88914 -3.53298 23.68185 1.2 2.5 -0.3
H -2.67917 -1.51771 24.30418 0.3 0.6 -0.2
H -2.72585 -3.21077 24.63072 -0.2 -0.1 -0.4
H -3.48981 -2.12610 25.72940 -0.2 0.2 0.1
H -4.78122 -0.06552 23.74179 0.1 -0.4 0.2
H -5.66626 -0.85095 25.11449 0.3 0.1 -0.6
H -6.33605 -0.88936 23.48744 0.8 -0.2 0.3
H -3.79623 -1.50326 22.02020 -0.3 -0.2 -0.1
H -5.10516 -2.71764 21.71513 -0.3 0.4 0.0
H -3.54777 -3.22133 22.14895 0.5 -0.4 0.2
H -4.18748 -4.32677 25.69710 -0.9 -0.3 -0.3
H -5.89640 -6.14768 26.38757 -0.2 0.4 -0.1
H -7.11779 -2.72600 22.95266 -0.1 -0.9 0.4
C -15.18272 -2.10304 19.24978 0.8 1.0 0.0
C -13.99370 -2.47521 18.32097 -0.5 -0.4 0.6
C -13.72802 -1.22026 17.49180 0.3 0.5 -0.6
C -14.55695 -3.55476 17.34217 -0.5 0.2 0.2
C -12.70779 -2.93017 19.23346 -0.5 -0.2 -2.3
O -12.41755 -1.98932 20.20224 0.7 1.1 0.6
C -11.44926 -3.08297 18.30641 -0.2 1.7 -0.2
C -10.11033 -3.41105 18.99119 0.4 -0.1 -0.5
C -9.30455 -2.27722 19.61240 0.0 -1.1 -2.2
C -8.37308 -1.58195 18.85087 -2.5 -1.8 -2.4
C -7.33895 -0.83414 19.43528 3.2 1.5 -1.1
C -7.45893 -0.53343 20.81033 -0.5 2.4 3.0
Cl -6.77723 0.88791 21.54932 -0.2 -1.0 -1.2
C -8.49701 -1.08199 21.54603 1.5 1.1 1.7
C -9.35925 -1.99128 20.97118 -1.9 -1.7 1.1
C -13.03616 -4.28931 19.90275 0.1 -0.7 0.3
N -12.89576 -4.36847 21.37953 0.9 0.9 0.5
C -12.00556 -5.03758 22.16653 -1.3 -0.2 -0.7
N -12.32555 -4.81421 23.42612 1.2 0.4 1.1
C -13.27506 -3.82501 23.40050 -0.4 -0.9 -0.9
N -13.65230 -3.54417 22.17847 0.1 -0.6 -0.3
H -15.88285 -1.53007 18.61740 0.1 -0.3 0.4
H -14.84102 -1.45102 20.08644 -0.3 -0.4 -0.6
H -15.69265 -2.95915 19.65401 -0.2 -0.4 0.2
H -14.39966 -1.19924 16.63437 -0.4 0.0 0.2
H -12.77911 -1.12775 16.96381 0.4 -0.2 0.4
H -13.90283 -0.29558 18.04792 0.1 -0.1 0.1
H -15.46386 -3.11013 16.80258 1.1 -0.8 1.0
H -14.83321 -4.52669 17.83621 0.1 1.0 -0.6
H -13.83441 -3.74722 16.56444 0.3 -0.3 -0.4
H -11.94685 -1.24001 19.78887 -0.6 -0.4 0.2
H -11.24743 -2.11373 17.76942 -0.6 -0.8 0.4
H -11.62559 -3.80974 17.52482 -0.1 -0.3 -0.1
H -9.47403 -3.81616 18.18060 -0.2 0.1 0.4
H -10.31289 -4.22793 19.68056 0.5 0.1 0.5
H -8.41527 -1.68762 17.73825 0.1 0.2 1.1
H -6.50687 -0.44194 18.84597 -0.3 -0.3 0.3
H -8.62370 -0.83097 22.60825 0.1 0.1 -0.5
H -10.07930 -2.49480 21.58684 -0.2 -0.1 0.2
H -12.34169 -5.03411 19.47501 -0.4 0.0 0.4
H -14.05856 -4.61497 19.63274 0.6 0.3 0.4
H -11.23179 -5.74919 21.88637 -0.4 0.2 -0.2
H -13.76885 -3.40954 24.26023 0.2 0.0 0.2
```
Forces are in eV/Å.

Computed properties:
- Orbital gap (alpha / beta): 0.2173 / 0.0988 Eh
- Net charge: +2
- Spin multiplicity: 5
- DFT total energy: -3103.38408 a.u.
- LUMO level (alpha / beta): -5.9 / -9.8 eV
- ⟨S²⟩: 6.01

ORCA calculation (the ωB97M-V functional and the def2-TZVPD basis) on a single C3H7N3 molecule.

Geometry as XYZ:
```
13
Properties=species:S:1:pos:R:3:forces:R:3
C 0.86811 0.14985 -0.06578 -1.0 0.5 -1.1
N 1.34749 -1.16759 0.10829 0.0 -0.3 -0.1
N 1.85204 1.14824 0.13790 0.2 0.0 0.0
N -2.81756 -0.24352 0.00375 -0.2 -0.3 0.0
C -0.48837 0.45670 0.10561 -0.5 -0.3 1.9
C -1.62127 0.01486 0.52862 0.5 0.4 -0.9
H 0.20906 0.32230 -1.19295 1.2 -0.4 0.1
H 0.74471 -1.71151 0.71170 0.0 0.0 0.0
H 2.63931 1.08287 -0.49526 -0.1 0.1 0.0
H 2.31094 -1.21513 0.41191 -0.1 0.1 0.0
H 1.45884 2.07842 0.14635 0.0 -0.1 -0.1
H -3.54825 -0.59687 0.59935 0.0 0.1 -0.2
H -2.95504 -0.31862 -0.99951 0.0 0.0 0.3
```
Forces are in eV/Å.

Computed properties:
- Orbital gap: 0.3217 Eh
- DFT total energy: -282.63544 a.u.
- LUMO level: 1.0 eV

ORCA calculation (the ωB97M-V functional and the def2-TZVPD basis) on a single C3H8BO2P molecule.

Geometry as XYZ:
```
15
Properties=species:S:1:pos:R:3:forces:R:3
B 0.15428 -0.71347 0.52482 -0.2 1.8 -0.4
C -1.28199 1.47460 0.26256 1.8 -1.5 2.8
C 0.85030 0.88753 -1.36371 2.3 1.1 2.9
C 0.47766 -2.04977 1.19280 0.7 -1.2 0.2
O -0.95847 -0.07756 1.00847 -1.1 3.5 -1.8
O 0.98716 -0.21425 -0.47281 -0.1 -0.7 0.6
P -0.85574 1.47127 -1.53493 -0.6 -0.2 -0.4
H -2.30542 1.88086 0.63947 1.9 -1.3 -0.8
H -0.40873 2.07483 0.78283 -1.9 -0.9 -1.0
H 1.61496 1.71910 -0.94990 -1.8 -1.5 -1.1
H 1.28110 0.48144 -2.24409 0.1 0.3 -1.3
H 1.05289 -2.67832 0.45579 -0.9 0.1 0.9
H -0.48048 -2.44298 1.58098 0.5 -0.4 -0.5
H 1.10551 -1.96391 2.09325 0.0 0.2 -0.3
H -1.23303 0.15064 -1.97553 -0.4 0.6 0.5
```
Forces are in eV/Å.

Computed properties:
- Orbital gap: 0.3793 Eh
- DFT total energy: -635.80144 a.u.
- LUMO level: 0.7 eV

The evaluated relative energy (zero: lowest compared OMol25 entry of this formula, charge and spin) for the records listed, in turn: 702.0 471.8 364.5 39.9 kJ/mol.
The evaluated F_max for the records listed, in turn: 4.48 4.70 2.00 4.13 eV/Å.
The evaluated M for the records listed, in turn: 155.29 925.12 85.11 117.88 g mol⁻¹.